1.
{
  "formula": "C12H27AsN7O3S4W",
  "method": "ωB97M-V/def2-TZVPD",
  "e_above_lowest_ev": 1.601,
  "total_charge": 1,
  "lumo_energy_ev": [-3.8, -3.8],
  "mol_weight_da": 704.42,
  "orbital_gap_ha": [0.2233, 0.2232],
  "symbols": ["W", "C", "N", "C", "C", "O", "C", "O", "C", "C", "O", "N", "C", "C", "H", "H", "H", "H", "H", "H", "H", "H", "H", "H", "H", "H", "H", "H", "H", "H", "S", "As", "S", "S", "S", "C", "N", "C", "C", "N", "N", "C", "N", "N", "H", "H", "H", "H", "H", "H", "H", "H", "H", "H", "H"],
  "xyz": [[0.842181, 0.736739, -0.198387], [-2.681428, 3.918190, -1.138349], [-2.575077, 2.545006, -0.657609], [-3.756988, 1.939821, -0.056223], [-1.431396, 1.893846, -0.715070], [-1.307278, 0.700656, -0.292685], [-0.132420, 2.469031, -1.152102], [0.374480, 1.777725, 1.294410], [0.660170, 1.556575, 2.642433], [0.193100, 0.154350, 3.042067], [-0.285241, -0.588088, 2.187041], [0.339738, -0.180117, 4.330535], [0.987506, 0.696633, 5.297695], [-0.025973, -1.511793, 4.788016], [-3.717453, 4.108319, -1.409081], [-2.059477, 4.064547, -2.017608], [-2.383056, 4.629042, -0.366719], [-4.125366, 2.582251, 0.743855], [-3.494964, 0.968789, 0.350579], [-4.539617, 1.825518, -0.806240], [0.061904, 3.452539, -0.733748], [-0.011458, 2.501223, -2.231451], [0.138686, 2.318582, 3.225071], [1.737402, 1.645628, 2.826396], [0.625292, 1.719498, 5.218917], [2.073519, 0.689103, 5.184635], [0.744854, 0.341403, 6.296297], [-0.412959, -2.079432, 3.948805], [-0.791103, -1.446844, 5.562353], [0.848990, -2.019552, 5.196805], [3.540453, 2.338654, -2.152938], [2.693278, 2.631334, -0.171577], [2.633975, -0.073657, 0.873809], [2.529485, 0.591957, -2.202034], [2.581660, 4.483060, 0.641772], [0.152107, -4.837331, -1.512623], [0.058193, -3.645618, -0.679379], [0.045177, -3.850390, 0.764149], [0.168473, -2.388190, -1.168912], [0.441274, -1.381815, -0.400522], [-0.032215, -2.268835, -2.523819], [-0.182903, -1.071591, -3.205060], [-0.376157, -1.238679, -4.546763], [-0.158962, 0.037941, -2.581244], [-0.830543, -5.218368, -1.800745], [0.669348, -5.611943, -0.950511], [0.756213, -4.658337, -2.401327], [-0.375897, -4.832686, 0.962234], [-0.586563, -3.107195, 1.250084], [1.050777, -3.805053, 1.192873], [0.610915, -1.675588, 0.554962], [-0.321194, -3.099868, -3.008178], [-0.081877, -2.093036, -4.988183], [-0.330085, -0.419817, -5.128110], [-0.202501, 0.818457, -3.225595]],
  "atomic_forces_ev_per_a": [[0.38, -0.81, -0.88], [-0.03, 0.00, 0.02], [-0.02, -0.03, -0.09], [-0.01, 0.02, 0.04], [0.01, 0.09, 0.10], [-0.25, 0.12, 0.04], [-0.05, 0.24, -0.11], [-0.11, 0.33, 0.53], [-0.02, 0.03, -0.07], [-0.02, 0.07, 0.02], [0.03, -0.05, -0.06], [-0.03, 0.01, 0.03], [0.00, -0.02, 0.02], [0.03, 0.00, -0.02], [0.00, 0.00, -0.02], [0.02, 0.00, 0.01], [-0.02, 0.00, 0.01], [0.00, 0.00, 0.00], [0.00, 0.00, 0.00], [0.00, 0.00, 0.00], [-0.07, 0.04, 0.02], [0.02, 0.07, -0.01], [0.02, 0.01, 0.02], [0.00, 0.01, 0.00], [0.01, 0.01, -0.01], [0.00, 0.00, 0.00], [0.00, 0.00, 0.00], [-0.01, 0.00, 0.00], [0.01, 0.00, 0.01], [0.00, -0.01, 0.00], [0.33, 0.32, 0.45], [-0.84, 0.07, -0.28], [0.40, 0.13, 0.55], [-0.30, -0.40, -0.68], [0.38, -0.07, 0.18], [0.01, -0.01, -0.04], [0.04, 0.07, 0.02], [0.02, 0.00, 0.01], [-0.10, -0.24, 0.01], [0.06, 0.05, 0.08], [0.05, 0.04, 0.04], [0.08, -0.02, -0.01], [-0.10, -0.03, 0.01], [-0.01, -0.01, 0.06], [0.00, 0.01, -0.01], [-0.03, 0.00, 0.01], [0.01, 0.01, 0.00], [0.01, 0.00, 0.01], [-0.01, 0.00, 0.00], [0.00, 0.00, -0.01], [0.03, -0.07, -0.02], [-0.06, 0.01, 0.00], [0.07, 0.02, -0.01], [0.01, 0.01, 0.00], [0.08, 0.00, 0.00]],
  "lowdin_charge": [1.1280, -0.0104, -0.1132, -0.0003, -0.5100, -0.1345, -0.2484, -0.4711, -0.2243, -0.4574, -0.0227, -0.1308, -0.0260, -0.0174, 0.0966, 0.0942, 0.1053, 0.1021, 0.0915, 0.1002, 0.0422, 0.0635, 0.1356, 0.0977, 0.0897, 0.1041, 0.0954, 0.0772, 0.0982, 0.0994, 0.0757, 0.1694, 0.1745, -0.0134, 0.0852, -0.0316, -0.1352, -0.0225, -0.3613, -0.0484, 0.1697, -0.5009, 0.1703, 0.0158, 0.1019, 0.0994, 0.0924, 0.0992, 0.0893, 0.1098, -0.0072, 0.1299, 0.1084, 0.1130, 0.0625]
}



2.
{
  "formula": "C12H27Cl16NO2P",
  "method": "ωB97M-V/def2-TZVPD",
  "total_charge": -1,
  "lumo_energy_ev": 2.0,
  "mol_weight_da": 815.58,
  "orbital_gap_ha": 0.2381,
  "symbols": ["N", "C", "C", "P", "O", "C", "C", "O", "H", "H", "H", "H", "H", "H", "H", "H", "H", "H", "H", "C", "Cl", "Cl", "H", "H", "C", "Cl", "Cl", "H", "H", "C", "Cl", "Cl", "H", "H", "C", "Cl", "Cl", "H", "H", "C", "Cl", "Cl", "H", "H", "C", "Cl", "Cl", "H", "H", "C", "Cl", "Cl", "H", "H", "C", "Cl", "Cl", "H", "H"],
  "xyz": [[-2.847172, -4.584604, 1.577009], [-2.188794, -3.714279, 0.925640], [-1.785256, -2.415855, 1.491113], [-0.889634, -1.275817, 0.249314], [0.373021, -0.871132, 1.483400], [1.501121, -1.647642, 1.352070], [1.224937, -2.830406, 0.383136], [0.077259, -2.577866, -0.361325], [-3.013594, -5.393928, 0.984012], [-1.922984, -3.913888, -0.109135], [-2.694160, -1.904932, 1.778987], [-1.197734, -2.550720, 2.385982], [-0.168498, -0.343638, -0.605262], [-1.674676, -0.129451, 0.717417], [-1.905195, -1.490024, -0.744129], [2.374538, -1.080378, 1.024118], [1.752441, -2.106301, 2.309976], [1.030496, -3.705691, 1.000420], [2.110869, -2.960665, -0.224682], [1.314641, 2.076217, 0.988306], [1.093284, 3.248589, 2.302367], [0.458860, 2.532028, -0.484662], [2.371854, 2.019110, 0.761042], [0.924775, 1.106967, 1.302131], [5.425020, -3.688059, -1.507923], [4.716530, -2.122477, -1.915370], [4.901552, -4.266132, 0.077125], [5.114300, -4.408966, -2.253149], [6.502545, -3.585977, -1.497187], [2.335916, 5.909516, -0.085388], [3.121357, 6.365450, -1.600793], [3.495433, 5.826270, 1.255661], [1.594212, 6.658370, 0.157731], [1.870361, 4.939406, -0.207881], [-3.458348, -8.307513, 1.757402], [-2.644788, -7.790056, 0.275417], [-2.437155, -8.123010, 3.184648], [-4.345718, -7.700799, 1.887559], [-3.715745, -9.353710, 1.654830], [3.593178, 7.581083, 4.403857], [3.210740, 9.307266, 4.309257], [2.792182, 6.796452, 5.770483], [3.261999, 7.106674, 3.488897], [4.663203, 7.475943, 4.528005], [-1.749864, 5.659284, -2.052169], [-1.999853, 5.369416, -3.779324], [-0.723802, 7.079726, -1.783813], [-2.712764, 5.842601, -1.594213], [-1.274202, 4.793031, -1.611858], [-5.390503, -3.107165, -0.779110], [-5.494917, -3.950358, -2.338149], [-4.851327, -1.440367, -0.946187], [-6.374611, -3.110891, -0.328472], [-4.678375, -3.630885, -0.152247], [-0.165784, 2.607200, -5.707283], [-0.838210, 2.343981, -7.330094], [-0.087278, 1.123037, -4.765115], [0.832867, 3.011147, -5.817139], [-0.808548, 3.304816, -5.185256]],
  "atomic_forces_ev_per_a": [[-0.36, -0.26, 0.37], [-0.11, -0.41, -0.11], [0.26, 0.35, -0.58], [-0.52, 1.60, -0.04], [-0.36, -0.02, -0.09], [0.00, -0.67, 0.09], [-0.46, 0.49, 0.66], [0.37, 0.12, -0.17], [0.02, -0.01, -0.05], [0.21, 0.12, -0.31], [-0.30, 0.31, 0.20], [0.20, -0.16, 0.37], [-0.11, -0.23, -0.26], [0.21, -0.16, 0.24], [0.15, -0.41, -0.11], [0.18, 0.30, -0.18], [0.29, 0.09, 0.35], [0.31, -0.51, 0.05], [0.11, -0.38, -0.43], [0.04, -0.38, 0.14], [-0.04, 0.07, -0.02], [-0.06, 0.29, -0.21], [0.04, 0.09, -0.01], [-0.09, -0.07, 0.02], [-0.01, 0.02, -0.02], [0.01, 0.00, -0.01], [0.03, -0.03, 0.03], [-0.06, -0.01, -0.01], [0.03, 0.03, 0.03], [-0.06, 0.03, 0.06], [-0.01, 0.00, -0.03], [0.03, -0.05, -0.12], [0.00, 0.06, 0.00], [0.06, -0.09, 0.02], [-0.03, 0.02, 0.02], [0.02, -0.16, -0.09], [0.00, -0.02, 0.02], [0.02, 0.09, 0.02], [0.02, -0.04, -0.02], [-0.01, -0.04, 0.00], [0.02, 0.02, -0.02], [0.01, -0.01, -0.01], [-0.06, 0.04, 0.05], [0.03, 0.03, 0.04], [0.01, 0.05, 0.02], [-0.05, -0.03, 0.00], [-0.02, -0.05, 0.06], [-0.04, 0.04, -0.02], [0.11, -0.05, -0.02], [0.05, 0.00, 0.15], [-0.02, -0.02, 0.00], [-0.08, 0.03, -0.03], [-0.06, 0.01, -0.04], [0.05, -0.02, -0.03], [-0.04, 0.01, 0.08], [0.02, 0.04, -0.01], [0.03, -0.02, 0.03], [0.03, -0.04, -0.03], [-0.01, -0.01, -0.04]],
  "lowdin_charge": [0.0572, -0.3327, -0.2858, 0.4845, -0.3991, -0.3057, -0.2755, -0.3622, -0.0504, 0.1021, 0.0646, 0.0761, -0.0324, -0.0243, -0.0406, 0.0919, 0.0995, 0.1005, 0.0602, -0.9919, 0.4913, 0.5179, 0.0277, -0.0070, -1.0327, 0.5127, 0.5111, 0.0206, 0.0164, -1.0305, 0.4987, 0.5224, 0.0041, -0.0341, -1.0267, 0.5264, 0.5025, 0.0239, 0.0152, -1.0422, 0.4885, 0.4997, -0.0571, 0.0241, -0.9899, 0.5283, 0.5101, 0.0258, -0.0030, -1.0255, 0.4751, 0.5228, 0.0182, -0.0107, -1.0411, 0.4769, 0.5236, 0.0232, -0.0424]
}



3.
{
  "formula": "C12H27Cl2MoN2OP2S",
  "method": "ωB97M-V/def2-TZVPD",
  "e_above_lowest_ev": 2.335,
  "total_charge": 3,
  "lumo_energy_ev": [-13.4, -13.7],
  "mol_weight_da": 476.22,
  "orbital_gap_ha": [0.2091, 0.2018],
  "multiplicity": 3,
  "symbols": ["C", "C", "H", "H", "H", "O", "Cl", "Mo", "P", "C", "C", "H", "H", "H", "H", "H", "H", "C", "H", "H", "H", "P", "C", "C", "H", "H", "H", "C", "H", "H", "H", "H", "H", "H", "Cl", "C", "N", "C", "C", "N", "C", "S", "H", "H", "H", "H", "H", "H"],
  "xyz": [[-1.850647, 1.503163, -3.298650], [-2.001220, 0.870753, -1.964626], [-2.859589, 1.843365, -3.606295], [-1.463440, 0.815180, -4.061055], [-1.183897, 2.380409, -3.262931], [-2.985555, 0.992056, -1.264910], [2.971226, 1.380956, -1.836988], [0.647561, 0.488850, -1.531031], [-0.819216, -1.427226, -1.353310], [-1.995940, -1.626197, 0.024131], [-1.835127, -1.948360, -2.790436], [-2.284047, -2.916501, -2.537681], [-0.503481, -3.805906, -0.981473], [-1.159956, -2.053789, -3.639698], [0.491657, -3.213677, -2.358550], [-2.735708, -0.820965, -0.052965], [-2.621483, -1.206816, -3.002742], [0.157604, -2.996559, -1.336699], [-2.488016, -2.600043, -0.095368], [1.051139, -2.945692, -0.701192], [-1.481436, -1.571181, 0.993749], [0.071923, 1.977715, 0.119520], [-0.901590, 1.479493, 1.579266], [1.497642, 2.844273, 0.856506], [-0.395206, 3.631375, -1.561690], [-0.578678, 4.278011, 0.096904], [-1.872793, 3.219742, -0.611541], [-0.794949, 3.429329, -0.561863], [2.100020, 3.290506, 0.055173], [1.114096, 3.644171, 1.508839], [-1.004488, 2.335672, 2.257191], [-0.411758, 0.658574, 2.118192], [2.137282, 2.161459, 1.420828], [-1.898918, 1.151010, 1.259803], [0.944494, -0.549066, -3.653899], [3.050085, 0.310416, 2.889258], [2.177751, -0.835617, 2.692049], [1.644413, -1.607276, 3.701049], [0.862633, -2.555829, 3.113516], [0.935425, -2.325700, 1.750402], [1.714564, -1.247533, 1.491690], [2.166436, -0.595733, -0.029332], [3.764072, 0.388146, 2.067648], [2.471732, 1.231536, 2.978497], [3.576106, 0.164206, 3.840481], [1.878085, -1.406013, 4.734729], [0.277681, -3.373418, 3.502705], [0.423513, -2.841268, 1.042797]],
  "atomic_forces_ev_per_a": [[0.09, 0.08, -1.58], [-4.63, 2.07, 2.50], [0.41, -0.08, 0.26], [0.05, 0.07, 0.31], [-0.08, -0.26, 0.15], [4.81, -1.38, -2.18], [-2.29, -0.35, -0.15], [5.06, -2.05, -2.60], [-1.07, -3.17, -0.14], [0.32, 0.47, 0.18], [-0.24, 0.87, 0.00], [0.02, 0.26, -0.01], [0.14, 0.29, -0.25], [-0.28, 0.00, -0.03], [-0.07, 0.05, 0.26], [0.04, -0.43, 0.33], [0.09, -0.56, -0.15], [0.48, 0.04, 0.40], [0.09, 0.25, 0.06], [-0.18, -0.11, -0.41], [-0.34, 0.03, -0.22], [-0.86, 3.18, 3.12], [-0.25, -0.45, -0.26], [0.55, 0.01, -0.19], [-0.12, 0.30, 0.16], [-0.21, -0.11, -0.22], [0.30, 0.36, -0.01], [-0.32, -0.38, -0.29], [-0.14, -0.07, 0.22], [0.02, -0.32, -0.16], [0.04, -0.09, -0.22], [-0.07, 0.16, -0.12], [-0.19, 0.22, -0.28], [0.17, 0.08, 0.20], [-0.58, 0.86, 0.85], [0.56, 0.32, 0.71], [-0.47, 0.02, -0.65], [0.07, -0.04, -0.39], [0.11, 0.12, -0.68], [-0.16, 0.37, 0.52], [-1.16, -1.31, 1.33], [-0.10, 1.04, -0.69], [-0.03, -0.05, 0.17], [0.00, -0.24, 0.07], [0.03, 0.04, -0.38], [0.00, -0.12, -0.01], [0.09, 0.05, 0.17], [0.27, -0.04, 0.30]],
  "lowdin_charge": [-0.0187, -0.3178, 0.1483, 0.0787, 0.1092, 0.1840, 0.0525, 0.6136, 0.6562, -0.2043, -0.2187, 0.0911, 0.0889, 0.0268, 0.0685, 0.0408, 0.0626, -0.2373, 0.0871, 0.0107, 0.0414, 0.6383, -0.1912, -0.2376, 0.0582, 0.0845, 0.0633, -0.2018, 0.0462, 0.0878, 0.0882, 0.0441, 0.0086, 0.0490, 0.1564, 0.0174, -0.0890, 0.0428, 0.0353, 0.0969, -0.6251, 0.7044, 0.1059, 0.0909, 0.1300, 0.1616, 0.1539, 0.1169]
}



4.
{
  "formula": "C12H27ClILaN2OP2",
  "method": "ωB97M-V/def2-TZVPD",
  "e_above_lowest_ev": 0.000,
  "total_charge": 2,
  "lumo_energy_ev": -9.0,
  "mol_weight_da": 578.57,
  "orbital_gap_ha": 0.1681,
  "symbols": ["C", "C", "H", "H", "H", "O", "I", "La", "P", "C", "C", "H", "H", "H", "H", "H", "H", "C", "H", "H", "H", "P", "C", "C", "H", "H", "H", "C", "H", "H", "H", "H", "H", "H", "Cl", "C", "N", "C", "C", "N", "C", "H", "H", "H", "H", "H", "H"],
  "xyz": [[-1.496699, -3.998994, -3.567414], [-0.862283, -3.433272, -2.367880], [-1.310170, -5.094878, -3.543938], [-1.043671, -3.516509, -4.467042], [-2.586771, -3.761902, -3.533937], [-0.268461, -3.384595, -1.364385], [-2.534233, 1.169391, -3.558108], [-0.792925, 0.880670, -1.190419], [-2.532318, -0.594804, 0.829478], [-2.236921, -1.127410, 2.563122], [-3.134038, 1.117807, 1.196021], [-4.185487, 1.012029, 1.491880], [-4.941825, -0.972370, 1.099345], [-3.082368, 1.792764, 0.329011], [-4.321686, -1.478887, -0.491891], [-1.396549, -0.569573, 2.983629], [-2.565788, 1.570683, 2.018411], [-4.112613, -1.465030, 0.582537], [-3.114180, -0.994950, 3.212825], [-4.048673, -2.498736, 0.932183], [-1.966146, -2.190428, 2.565790], [2.016958, 0.125235, -1.854268], [3.498502, -0.237481, -0.834820], [2.681033, -0.408255, -3.461930], [1.290775, 2.504005, -2.172600], [2.924641, 2.136701, -2.797604], [2.647840, 2.361495, -1.037469], [2.225660, 1.959544, -1.968144], [1.839283, -0.529627, -4.151903], [3.379669, 0.322530, -3.880853], [4.420837, 0.183274, -1.260777], [3.618333, -1.325466, -0.754932], [3.190312, -1.371586, -3.370277], [3.360394, 0.159223, 0.174745], [-1.089964, 3.576231, -1.405777], [2.345275, 1.069496, 4.058546], [1.523708, 1.355280, 2.891149], [0.971584, 2.600041, 2.592867], [0.245395, 2.445434, 1.448734], [0.375601, 1.123892, 1.027385], [1.152373, 0.488493, 1.935792], [3.273009, 1.661638, 4.015574], [1.803437, 1.360061, 4.974037], [2.589090, 0.000167, 4.091493], [1.160258, 3.437612, 3.254657], [-0.359994, 3.118996, 0.847269], [1.449797, -0.577939, 1.919889]],
  "atomic_forces_ev_per_a": [[-0.22, 1.12, -0.11], [2.89, -1.83, 4.41], [0.03, 0.52, 0.17], [-0.28, -0.31, 0.54], [0.63, -0.14, -0.03], [-3.20, 0.60, -5.20], [-0.30, -0.93, -0.50], [-0.43, 1.50, -0.24], [-0.79, -0.01, 1.51], [0.64, -0.30, 0.02], [0.04, 0.09, -0.22], [0.28, 0.29, -0.08], [0.21, -0.07, -0.04], [-0.21, 0.06, 0.14], [-0.29, -0.04, 0.15], [-0.08, -0.03, 0.02], [-0.08, -0.15, -0.24], [-0.19, -0.22, -0.86], [0.14, 0.09, -0.41], [0.09, 0.10, -0.04], [-0.06, 0.18, 0.07], [1.82, 0.28, 0.00], [-0.17, -0.46, 0.52], [-0.57, -0.29, -0.59], [0.29, 0.10, -0.10], [-0.25, 0.18, 0.31], [-0.17, -0.15, -0.21], [-0.21, 0.10, -0.12], [0.28, 0.04, -0.17], [-0.10, -0.14, 0.15], [-0.42, -0.02, -0.05], [0.06, 0.21, 0.01], [-0.09, 0.09, 0.05], [0.08, -0.01, -0.11], [0.22, -0.64, 0.38], [0.35, 0.20, 0.55], [-0.37, 0.25, -0.46], [0.13, -0.44, 0.30], [0.44, -0.63, 0.27], [0.67, -0.63, 0.98], [-0.47, 0.58, -0.48], [-0.32, -0.31, -0.04], [0.18, -0.24, -0.41], [-0.11, 0.37, -0.02], [-0.15, -0.11, -0.27], [0.33, 0.19, 0.42], [-0.27, 0.97, 0.02]],
  "lowdin_charge": [0.0835, 0.0791, 0.1562, 0.1500, 0.1499, 0.3261, -0.0699, 0.8798, 0.6789, -0.2766, -0.2843, 0.0598, 0.0596, 0.0051, 0.0351, 0.0258, 0.0527, -0.2848, 0.0721, 0.0505, 0.0466, 0.6723, -0.2755, -0.2824, -0.0361, 0.0616, 0.0620, -0.2880, 0.0363, 0.0604, 0.0737, 0.0486, 0.0515, 0.0239, -0.2000, 0.0061, -0.1185, -0.0097, -0.1684, -0.1730, -0.1631, 0.1099, 0.1109, 0.1012, 0.1410, 0.0075, 0.1531]
}